1.
Computed, not measured: a 2-piece molecular cluster, C3H9N2O overall, with wB97M-V/def2-TZVPD.

The charge is +1. Its orbital gap is 11.261 eV.

Element x y z (Å)
C1 -0.62 -1.53 0.01
C2 -1.91 -1.32 0.14
N1 0.28 -1.41 1.17
H1 -0.08 -1.64 -0.91
H2 -2.53 -1.03 -0.70
H3 -2.38 -1.32 1.12
H4 -0.26 -1.39 2.04
H5 0.94 -2.19 1.22
H6 0.82 -0.52 1.10
C3 1.07 1.52 -0.71
N2 -0.14 1.77 -1.20
O1 1.33 1.00 0.37
H7 1.89 1.84 -1.37
H8 -0.95 1.76 -0.59
H9 -0.20 2.36 -2.01


2.
Computed, not measured: C73H63Cl3GaN4O5S5 as an isolated structure, with wB97M-V/def2-TZVPD.

The charge is +3. Its orbital gap is 7.309 eV.

Element x y z (Å)
Ga1 0.54 -0.98 1.02
C1 2.80 0.38 -5.80
C2 2.45 0.95 -4.47
C3 2.07 2.27 -4.32
C4 1.82 2.82 -3.07
C5 1.96 2.04 -1.94
C6 2.28 0.70 -2.08
C7 2.54 0.16 -3.32
S1 1.73 2.58 -0.18
O1 3.09 2.75 0.36
C8 1.17 4.24 -0.59
C9 2.14 5.10 -1.12
C10 1.79 6.33 -1.59
C11 0.43 6.70 -1.64
C12 0.03 7.92 -2.23
C13 -1.29 8.26 -2.30
C14 -2.27 7.39 -1.80
C15 -1.92 6.22 -1.19
C16 -0.56 5.85 -1.07
C17 -0.14 4.64 -0.43
C18 -1.01 3.95 0.54
C19 -1.57 4.73 1.60
C20 -1.30 6.11 1.76
C21 -1.97 6.86 2.69
C22 -2.92 6.27 3.53
C23 -3.13 4.92 3.49
C24 -2.45 4.13 2.54
C25 -2.61 2.72 2.53
C26 -2.00 1.97 1.57
C27 -1.26 2.59 0.54
S2 -0.71 1.55 -0.82
O2 -0.25 0.24 -0.11
C28 -2.34 1.06 -1.43
C29 -3.18 0.17 -0.78
C30 -4.41 -0.12 -1.32
C31 -4.84 0.44 -2.52
C32 -6.18 0.12 -3.07
C33 -3.97 1.32 -3.17
C34 -2.73 1.63 -2.63
H1 2.36 0.97 -6.61
H2 2.47 -0.65 -5.90
H3 3.88 0.40 -5.93
H4 1.97 2.91 -5.19
H5 1.54 3.86 -3.02
H6 2.34 0.10 -1.18
H7 2.83 -0.87 -3.42
H8 3.16 4.75 -1.11
H9 2.54 7.01 -1.97
H10 0.80 8.57 -2.63
H11 -1.58 9.20 -2.75
H12 -3.31 7.66 -1.90
H13 -2.68 5.56 -0.80
H14 -0.56 6.58 1.14
H15 -1.76 7.92 2.77
H16 -3.46 6.89 4.23
H17 -3.82 4.45 4.17
H18 -3.23 2.26 3.28
H19 -2.10 0.90 1.57
H20 -2.88 -0.29 0.14
H21 -5.08 -0.80 -0.80
H22 -6.66 -0.68 -2.51
H23 -6.11 -0.19 -4.12
H24 -6.82 0.99 -3.04
H25 -4.27 1.76 -4.11
H26 -2.08 2.33 -3.14
O3 0.14 -0.41 2.78
S3 -0.65 0.06 4.03
C35 0.37 1.38 4.78
C36 1.82 1.00 5.03
C37 2.67 1.04 3.75
C38 3.43 -0.26 3.53
S4 3.74 -0.58 1.75
O4 2.34 -0.24 1.13
C39 4.84 0.79 1.31
C40 5.47 1.58 2.26
C41 6.29 2.60 1.85
C42 6.52 2.83 0.51
C43 5.95 1.99 -0.44
C44 5.12 0.96 -0.04
C45 -0.35 -1.26 5.23
C46 -1.05 -1.25 6.43
C47 -0.91 -2.31 7.31
C48 -0.09 -3.38 6.99
C49 0.63 -3.37 5.80
C50 0.50 -2.31 4.92
H27 -0.14 1.61 5.71
H28 0.29 2.23 4.11
H29 1.87 0.01 5.49
H30 2.23 1.71 5.75
H31 3.35 1.89 3.78
H32 2.02 1.20 2.88
H33 2.83 -1.11 3.84
H34 4.38 -0.30 4.05
H35 5.35 1.41 3.32
H36 6.76 3.23 2.60
H37 7.15 3.65 0.19
H38 6.15 2.14 -1.48
H39 4.67 0.32 -0.78
H40 -1.70 -0.42 6.68
H41 -1.45 -2.31 8.24
H42 0.01 -4.21 7.66
H43 1.29 -4.19 5.55
H44 1.04 -2.31 3.98
N1 2.97 -4.08 -0.43
C51 2.40 -2.87 -0.46
N2 1.47 -2.74 0.48
C52 1.44 -3.94 1.17
C53 0.65 -4.37 2.23
C54 0.88 -5.64 2.71
C55 1.86 -6.47 2.16
C56 2.63 -6.07 1.09
C57 2.40 -4.79 0.60
H45 3.71 -4.40 -1.04
H46 2.64 -2.11 -1.18
H47 -0.11 -3.74 2.65
H48 0.30 -6.01 3.54
H49 2.01 -7.45 2.58
H50 3.37 -6.72 0.66
Cl1 0.94 -8.71 -0.16
C58 -0.07 -7.49 -0.83
C59 0.50 -6.37 -1.43
C60 -0.32 -5.38 -1.93
C61 -1.71 -5.49 -1.87
C62 -2.58 -4.40 -2.46
C63 -3.46 -3.74 -1.37
N3 -2.69 -3.19 -0.28
C64 -3.09 -3.18 1.02
C65 -2.14 -2.51 1.73
N4 -1.17 -2.10 0.86
C66 -1.53 -2.53 -0.34
O5 -1.80 -3.45 -3.13
C67 -2.47 -2.76 -4.18
C68 -1.49 -2.19 -5.16
C69 -0.68 -2.94 -5.97
Cl2 -0.52 -4.64 -5.94
S5 0.20 -1.98 -7.10
C70 -0.52 -0.55 -6.47
C71 -1.38 -0.80 -5.45
C72 -2.26 -6.65 -1.32
Cl3 -3.96 -6.93 -1.34
C73 -1.45 -7.63 -0.78
H51 1.57 -6.31 -1.55
H52 0.09 -4.52 -2.43
H53 -3.28 -4.88 -3.16
H54 -4.15 -4.48 -0.96
H55 -4.04 -2.93 -1.83
H56 -4.00 -3.65 1.35
H57 -2.11 -2.27 2.78
H58 -0.98 -2.36 -1.24
H59 -3.08 -1.94 -3.77
H60 -3.13 -3.46 -4.71
H61 -0.28 0.40 -6.91
H62 -1.93 -0.05 -4.93
H63 -1.89 -8.53 -0.37


3.
Computed, not measured: a 2-piece molecular cluster, C11H13N3 overall, with wB97M-V/def2-TZVPD.

The charge is +2. Its orbital gap (spin up / spin down) is 5.565 / 5.583 eV.

Element x y z (Å)
C1 -0.75 -1.96 -3.04
C2 2.07 3.13 1.10
C3 -0.39 -2.82 -1.96
C4 -0.92 -0.62 -2.80
C5 1.21 2.73 2.15
C6 2.15 2.52 -0.16
C7 -0.20 -2.31 -0.66
C8 -0.75 -0.14 -1.49
C9 0.49 1.59 1.86
C10 1.47 1.28 -0.28
C11 0.24 -0.51 0.68
N1 -0.30 -0.97 -0.46
N2 0.75 0.74 0.75
N3 -1.65 -1.88 2.25
H1 -0.95 -2.52 -4.00
H2 2.56 4.07 1.35
H3 -0.36 -3.88 -2.20
H4 -1.10 0.11 -3.67
H5 1.09 3.32 3.01
H6 2.76 2.84 -1.05
H7 0.20 -2.90 0.24
H8 -0.98 0.93 -1.13
H9 -0.33 1.37 2.62
H10 1.51 0.74 -1.18
H11 -1.82 -2.48 1.33
H12 -0.62 -1.68 2.46
H13 -2.30 -1.79 3.10


4.
Computed, not measured: a 8-piece molecular cluster, C46H57BrN7O6PS overall, with wB97M-V/def2-TZVPD.

The charge is 0. Its orbital gap is 9.215 eV. As for the SMILES: COCCCCCCC[C@@H]1OS(=O)(=O)O[C@]1(C)P(O)Br.c1ccncc1.c1ccncc1.c1ccncc1.c1ccncc1.c1ccncc1.c1ccncc1.c1ccncc1.

Element x y z (Å)
C1 -0.72 -0.33 -0.19
O1 -0.89 -0.98 -1.44
C2 -1.29 -2.33 -1.38
C3 -0.51 -3.13 -2.41
C4 -1.04 -4.56 -2.70
C5 -2.13 -5.11 -1.76
C6 -3.55 -4.78 -2.20
C7 -4.61 -5.28 -1.21
C8 -6.03 -5.29 -1.82
C9 -7.17 -4.83 -0.93
O2 -8.37 -4.75 -1.76
S1 -8.86 -3.25 -1.84
O3 -8.02 -2.54 -2.75
O4 -10.27 -3.21 -1.92
O5 -8.42 -2.88 -0.37
C10 -7.10 -3.47 -0.14
C11 -7.06 -3.75 1.35
P1 -5.83 -2.19 -0.87
O6 -6.66 -0.81 -0.63
Br1 -4.38 -2.06 0.85
H1 -1.08 -0.94 0.64
H2 -1.28 0.61 -0.19
H3 0.33 -0.08 -0.03
H4 -1.13 -2.72 -0.37
H5 -2.36 -2.40 -1.60
H6 0.54 -3.17 -2.10
H7 -0.52 -2.55 -3.33
H8 -1.45 -4.58 -3.71
H9 -0.20 -5.25 -2.69
H10 -2.04 -6.20 -1.76
H11 -1.97 -4.79 -0.72
H12 -3.68 -3.71 -2.40
H13 -3.73 -5.28 -3.16
H14 -4.59 -4.67 -0.30
H15 -4.33 -6.29 -0.92
H16 -6.06 -4.72 -2.76
H17 -6.29 -6.31 -2.09
H18 -7.43 -5.61 -0.21
H19 -8.03 -4.16 1.64
H20 -6.28 -4.49 1.58
H21 -6.87 -2.86 1.94
H22 -6.72 -0.53 0.29
C12 0.76 -2.41 4.45
C13 1.78 -1.61 3.98
C14 2.06 -1.61 2.62
N1 1.39 -2.34 1.74
C15 0.41 -3.11 2.20
C16 0.05 -3.18 3.54
H23 0.51 -2.44 5.51
H24 2.37 -0.99 4.65
H25 2.86 -0.99 2.24
H26 -0.12 -3.70 1.46
H27 -0.76 -3.83 3.86
C17 7.95 -1.10 2.09
C18 6.93 -0.95 1.17
C19 5.64 -0.74 1.64
N2 5.33 -0.68 2.93
C20 6.32 -0.82 3.81
C21 7.64 -1.03 3.44
H28 8.97 -1.26 1.77
H29 7.12 -1.00 0.10
H30 4.82 -0.63 0.94
H31 6.04 -0.76 4.86
H32 8.41 -1.14 4.20
C22 -2.72 5.20 1.78
C23 -1.37 5.20 2.07
C24 -0.59 4.15 1.59
N3 -1.08 3.14 0.88
C25 -2.39 3.15 0.61
C26 -3.25 4.15 1.04
H33 -3.36 6.00 2.13
H34 -0.92 5.99 2.65
H35 0.47 4.11 1.80
H36 -2.76 2.31 0.03
H37 -4.30 4.11 0.79
C27 0.14 3.27 7.14
C28 1.24 4.02 6.73
C29 1.50 4.12 5.37
N4 0.76 3.54 4.44
C30 -0.28 2.82 4.84
C31 -0.63 2.66 6.17
H38 -0.10 3.17 8.19
H39 1.88 4.52 7.45
H40 2.35 4.70 5.02
H41 -0.87 2.35 4.05
H42 -1.50 2.06 6.44
C32 2.95 4.52 -1.95
C33 2.32 4.41 -0.72
C34 3.08 4.56 0.43
N5 4.39 4.80 0.43
C35 4.98 4.90 -0.76
C36 4.32 4.77 -1.97
H43 2.39 4.41 -2.87
H44 1.26 4.20 -0.66
H45 2.62 4.48 1.41
H46 6.05 5.09 -0.74
H47 4.85 4.87 -2.90
C37 7.67 -1.27 -5.05
C38 8.75 -0.85 -4.28
C39 8.66 -0.97 -2.90
N6 7.59 -1.46 -2.27
C40 6.56 -1.85 -3.02
C41 6.55 -1.78 -4.40
H48 7.70 -1.20 -6.13
H49 9.64 -0.45 -4.74
H50 9.48 -0.65 -2.27
H51 5.71 -2.25 -2.48
H52 5.69 -2.12 -4.96
C42 -2.44 5.53 -4.00
C43 -1.82 5.23 -5.20
C44 -0.44 5.33 -5.29
N7 0.33 5.71 -4.27
C45 -0.27 6.00 -3.12
C46 -1.65 5.93 -2.93
H53 -3.51 5.46 -3.89
H54 -2.40 4.92 -6.06
H55 0.07 5.10 -6.21
H56 0.38 6.30 -2.31
H57 -2.08 6.17 -1.97


Which E_tot belongs to each record? In order, -304.205929 -8710.362030 -590.411099 -5935.288472 a.u..